C17H17ClN2O3 | ωB97M-V/def2-TZVPD

Geometry as XYZ:
```
40
Properties=species:S:1:pos:R:3:forces:R:3
Cl -0.920597 4.431505 1.533059 -0.101 0.058 0.015
O 4.548876 5.700997 1.718953 0.216 -1.001 -0.218
O 4.867666 2.447396 -1.462380 0.233 0.038 0.383
O 4.873994 1.346498 3.085913 0.159 0.386 -0.613
N 4.944699 4.088843 0.125799 -0.337 -0.106 0.713
N 4.809238 3.520794 2.410710 -0.029 0.345 -0.821
C 5.196089 1.813078 0.788573 -0.329 -0.641 -0.296
C 1.216098 1.071736 1.757059 0.086 0.200 -0.113
C 4.908572 5.103389 -0.897269 -0.054 0.237 -0.401
C 1.433903 1.937253 -0.499416 0.188 -0.131 0.168
C 3.943430 -2.019540 0.412225 -0.752 1.160 0.065
C 2.749322 -0.065657 0.188464 0.064 0.192 -0.849
C 3.272266 -0.344525 -1.186090 0.481 -0.694 0.038
C 1.818151 0.982075 0.478430 -0.596 0.429 0.259
C 4.125716 -1.656517 -1.031741 -0.681 0.854 -0.051
C 0.595193 2.994840 -0.178598 0.003 -0.232 0.111
C 4.674659 3.939308 3.781941 -0.093 0.004 0.521
C 0.075085 3.101277 1.119916 0.654 -0.699 -0.176
C 4.976761 2.143258 2.133764 -0.226 -0.061 1.004
C 5.010250 2.729230 -0.253926 -0.158 0.307 -0.416
C 3.154045 -1.093968 1.073178 0.817 -1.069 -0.001
C 4.753007 4.517575 1.439332 0.129 0.070 0.052
C 0.366015 2.120896 2.079733 0.016 -0.064 -0.194
H 1.419701 0.295245 2.491817 -0.030 0.366 -0.046
H 5.859059 5.123081 -1.440474 -0.190 -0.028 0.005
H 4.522467 5.016628 3.771798 -0.011 -0.153 0.130
H 2.424516 -0.516873 -1.870966 0.205 0.128 0.209
H 3.826415 3.429537 4.247466 0.149 0.090 0.012
H 3.871577 0.481687 -1.604124 -0.151 0.147 0.267
H 4.386438 -2.909748 0.852125 -0.123 0.220 0.056
H 4.752701 6.051349 -0.386190 0.002 -0.053 -0.223
H 0.326293 3.733580 -0.927019 0.065 -0.104 0.122
H 5.175713 -1.495834 -1.322185 -0.224 -0.098 0.272
H 5.582671 3.691596 4.341678 -0.188 -0.003 -0.042
H 4.098003 4.903454 -1.603878 0.156 0.068 0.050
H 1.807561 1.832551 -1.517158 0.039 0.196 0.271
H 2.868871 -1.123205 2.124302 0.321 -0.104 -0.348
H 3.722489 -2.416092 -1.713206 0.196 -0.129 0.255
H 5.404085 0.786600 0.542565 -0.015 -0.128 -0.021
H -0.085155 2.186291 3.065151 0.109 0.002 -0.150
```
Positions in Å, forces in eV/Å.

Properties
Energy above the lowest of the compared OMol25 structures with the same formula, charge and spin (kJ/mol): 238.7
HOMO energy (hartree): -0.2671
Molar mass (g mol⁻¹): 332.79
LUMO energy (eV): -2.542



C17H17F3N2O | ωB97M-V/def2-TZVPD

Geometry as XYZ:
```
40
Properties=species:S:1:pos:R:3:forces:R:3
F 3.232572 3.025536 3.970135 0.027 -0.020 -0.224
F 2.345230 1.596357 5.309497 -0.087 -0.217 -0.052
F 1.791146 3.668432 5.427671 -0.249 0.150 -0.013
O 2.205121 -0.963849 1.348793 0.331 -0.055 0.149
N -0.617738 -2.043819 -0.514193 0.066 -0.154 -0.194
N 0.207952 0.047075 0.862225 -0.292 -0.051 -0.313
C 2.074413 2.681438 4.563289 0.274 0.078 0.229
C -1.002972 0.817763 -3.643861 -0.053 0.074 0.041
C 0.821832 -1.877661 -0.399243 0.068 -0.041 -0.003
C -0.197138 0.547940 -4.737983 0.056 0.017 -0.092
C -1.126499 -2.906546 0.535250 -0.065 -0.014 0.016
C -1.126376 2.986690 2.587839 0.012 -0.031 -0.020
C -0.996160 1.925210 1.715418 0.088 -0.051 0.016
C -0.728671 -1.446595 -2.871066 0.011 -0.100 -0.106
C -0.140466 3.251220 3.524380 0.208 -0.055 0.098
C 1.177994 -0.899140 0.716546 -0.337 -0.056 -0.251
C -1.268399 -0.174486 -2.718967 0.003 -0.045 -0.030
C 1.128049 1.362407 2.695705 0.023 0.010 0.031
C 0.130950 1.101859 1.759203 0.207 0.347 0.410
C 0.079671 -1.707294 -3.968338 -0.085 -0.039 0.087
C -1.016401 -2.504139 -1.839880 -0.046 0.091 0.022
C 0.977479 2.431216 3.567174 -0.169 0.109 0.003
C 0.340796 -0.716532 -4.899830 0.046 0.057 -0.108
H -1.770480 1.723718 0.989257 -0.095 -0.024 -0.094
H -0.517713 -3.448648 -2.112823 -0.065 0.030 0.006
H 0.009222 1.321276 -5.462570 0.022 0.065 -0.057
H 0.968834 -0.933043 -5.751228 0.057 -0.008 -0.069
H -2.002432 3.614991 2.542328 -0.091 0.043 -0.023
H 1.354737 -2.823575 -0.219085 -0.030 0.117 0.030
H -1.905801 0.028648 -1.870466 -0.076 0.035 0.099
H -1.427096 1.802728 -3.515053 -0.038 0.078 0.009
H -2.094742 -2.690587 -1.808256 0.078 -0.079 0.011
H -0.805358 -2.521247 1.501926 -0.039 -0.035 0.083
H -0.770138 -3.942011 0.438858 0.026 -0.011 0.006
H 1.203823 -1.447182 -1.330568 0.022 -0.041 0.076
H -2.215469 -2.908181 0.503227 -0.029 -0.036 0.053
H -0.590783 -0.099800 0.250800 0.164 -0.064 0.126
H -0.238134 4.077330 4.210237 -0.001 0.055 0.052
H 0.505817 -2.692336 -4.097222 0.043 -0.101 0.013
H 2.003327 0.734838 2.740876 0.016 -0.027 -0.015
```
Positions in Å, forces in eV/Å.

Properties
HOMO energy (hartree): -0.3225
Structure (SMILES): CN(CC(=O)Nc1cccc(C(F)(F)F)c1)Cc1ccccc1
Molar mass (g mol⁻¹): 322.33
LUMO energy (eV): 0.580